Record 1
Here is a single C6H7N molecule at a distorted geometry from the Open Molecules 2025 dataset. Energies are from ωB97M-V/def2-TZVPD.

As for the spin multiplicity: 1. Its net charge is 0.

The geometry in XYZ format:
```
14
Properties=species:S:1:pos:R:3:forces:R:3
C 1.25592 0.48288 -0.93096 0.581 -1.123 0.199
C 0.31597 0.61606 0.25895 -2.694 2.203 -2.535
C -1.27289 0.93397 -0.36383 3.045 0.645 1.684
C -1.70824 -0.27714 -0.19431 1.312 -1.474 1.585
N 0.64653 1.36365 1.27728 -0.796 -0.854 1.354
C -0.45392 -1.03898 0.47395 -2.016 0.415 -1.421
C -0.10680 -2.17107 0.81091 -0.032 -0.195 -0.004
H 1.17145 0.83297 1.97341 0.704 0.295 -0.282
H -1.66359 1.93085 -0.46556 -0.300 -0.071 -0.586
H -2.66454 -0.77495 -0.19784 -0.034 -0.025 -0.278
H 1.71281 1.45054 -1.14198 -0.187 -0.044 0.054
H 2.04143 -0.22564 -0.65658 0.189 0.107 -0.137
H 0.75106 0.09850 -1.81689 -0.059 0.038 0.135
H -0.02520 -3.22163 0.97346 0.289 0.082 0.232
```
Forces are in eV/Å.

***

Record 2
Here is a molecular structure, C6H7N from the Open Molecules 2025 dataset. Energies are from ωB97M-V/def2-TZVPD.

As for the spin multiplicity: 1. Its net charge is 0.

The geometry in XYZ format:
```
14
Properties=species:S:1:pos:R:3:forces:R:3
C 1.37035 -0.04568 -0.76116 0.094 0.057 0.166
C 0.56158 -1.24248 -0.31031 -0.048 -0.051 0.050
C -1.70510 0.01378 0.10151 -0.036 0.055 -0.038
C -0.44829 -0.61258 0.66357 0.022 -0.261 0.044
N 0.03652 0.79965 0.93394 0.106 0.048 -0.038
C 1.11284 1.00478 0.01415 0.083 -0.024 -0.217
C -1.20963 1.22859 0.33812 -0.171 0.121 -0.067
H 2.09980 -0.07020 -1.56421 -0.013 -0.024 0.234
H 1.21292 -1.94143 0.23065 -0.107 0.030 -0.123
H 0.07318 -1.80808 -1.11173 0.093 0.156 0.030
H -2.63510 -0.38079 -0.28924 0.123 0.095 0.126
H -0.57367 -1.18463 1.58836 0.006 0.104 -0.150
H 1.59626 1.97659 0.00798 -0.120 -0.120 -0.132
H -1.49166 2.26246 0.15836 -0.031 -0.188 0.115
```
Forces are in eV/Å.

***

Record 3
Here is a single C6H7N molecule at a distorted geometry from the Open Molecules 2025 dataset. Energies are from ωB97M-V/def2-TZVPD.

As for the spin multiplicity: 1. Its SMILES is N#CC1CC=CC1. Its net charge is 0.

The geometry in XYZ format:
```
14
Properties=species:S:1:pos:R:3:forces:R:3
N -0.50604 3.13151 -0.76335 0.085 -0.988 0.472
C -0.41634 2.08850 -0.27039 -0.080 0.852 -0.405
C -0.29419 0.75862 0.33337 0.005 0.027 -0.005
C 1.16443 0.23320 0.37629 0.025 0.022 -0.003
C 0.96917 -1.25678 0.23517 -0.160 -0.064 -0.034
C -0.25360 -1.56303 -0.19103 0.154 0.012 0.059
C -1.10246 -0.33514 -0.41361 -0.029 0.036 -0.014
H -0.66208 0.82708 1.36285 0.011 -0.015 -0.135
H 1.75908 0.63508 -0.45409 -0.087 -0.064 0.083
H 1.66974 0.52429 1.30071 -0.048 -0.035 -0.083
H 1.76274 -1.97095 0.43392 -0.125 0.095 -0.059
H -0.61400 -2.56550 -0.40133 0.079 0.138 0.034
H -1.18330 -0.10290 -1.48354 0.009 -0.037 0.133
H -2.12220 -0.42720 -0.02597 0.162 0.020 -0.044
```
Forces are in eV/Å.

***

Record 4
Here is a single C6H7N molecule at a distorted geometry from the Open Molecules 2025 dataset. Energies are from ωB97M-V/def2-TZVPD.

As for the spin multiplicity: 1. Its SMILES is [H]/N=C/C1C(=C)C1=C. Its net charge is 0.

The geometry in XYZ format:
```
14
Properties=species:S:1:pos:R:3:forces:R:3
H 1.86680 -2.29500 -1.98206 -0.186 -0.596 0.803
N 1.91229 -1.61188 -1.22147 -0.800 0.664 -0.136
C 0.75887 -1.10397 -1.00089 2.467 1.821 -2.560
C 0.77441 0.35168 -0.31102 1.408 -2.033 -1.185
C -0.21796 -0.10399 0.56533 -3.916 -1.452 3.279
C -0.70958 -0.78676 1.59340 0.409 -0.083 -0.166
C -0.55652 0.95727 -0.34346 0.583 -0.933 -0.539
C -1.06564 2.13470 0.02661 -0.206 2.063 -0.449
H -0.15125 -1.48184 -1.49121 -0.044 0.480 0.537
H 1.74444 0.75332 -0.07312 0.293 -0.091 0.174
H -0.15709 -1.61252 2.02471 0.218 0.359 0.334
H -1.68074 -0.53587 2.00379 -0.083 -0.349 -0.358
H -0.49368 2.87753 0.57219 0.496 0.570 -0.838
H -2.02435 2.45734 -0.36280 -0.639 -0.420 1.105
```
Forces are in eV/Å.

***

Record 5
Here is a single C6H7N molecule at a distorted geometry from the Open Molecules 2025 dataset. Energies are from ωB97M-V/def2-TZVPD.

As for the spin multiplicity: 1. Its SMILES is N#CC1CC=CC1. Its net charge is 0.

The geometry in XYZ format:
```
14
Properties=species:S:1:pos:R:3:forces:R:3
N -0.64678 3.01472 -0.88990 0.219 -0.918 0.578
C -0.42459 2.04454 -0.29934 -0.186 0.779 -0.481
C -0.14660 0.79557 0.41763 -0.012 0.059 0.038
C 1.23868 0.18993 0.03946 0.057 0.042 -0.020
C 0.92877 -1.26544 -0.19429 -0.160 -0.062 -0.001
C -0.37336 -1.52881 -0.15257 0.161 0.011 -0.004
C -1.20912 -0.30507 0.11754 -0.061 0.032 -0.011
H -0.15887 1.02852 1.48732 0.000 -0.037 -0.155
H 1.65380 0.66033 -0.86042 -0.081 -0.072 0.121
H 1.96965 0.34276 0.84119 -0.108 -0.024 -0.120
H 1.70726 -1.99387 -0.40188 -0.130 0.091 0.040
H -0.81975 -2.50473 -0.31914 0.088 0.130 0.026
H -1.82706 -0.04151 -0.75001 0.109 -0.047 0.124
H -1.89203 -0.43694 0.96440 0.105 0.016 -0.135
```
Forces are in eV/Å.

***

Record 6
Here is a single C6H7N molecule at a distorted geometry from the Open Molecules 2025 dataset. Energies are from ωB97M-V/def2-TZVPD.

As for the spin multiplicity: 1. Its net charge is 0.

The geometry in XYZ format:
```
14
Properties=species:S:1:pos:R:3:forces:R:3
C -0.28858 1.50499 0.31643 -0.087 0.034 0.022
C 0.19160 0.13796 -0.09604 0.326 -0.120 0.196
C -0.76015 -0.71885 -0.88942 -0.043 -0.110 -0.178
C -2.02254 -0.89413 -0.14642 -0.844 -0.109 0.448
N -3.00449 -1.00328 0.45551 0.989 0.108 -0.614
C 1.36087 -0.35844 0.37095 -0.333 -0.045 -0.184
C 2.39134 -1.24626 0.50890 -0.201 -0.152 0.066
H -0.55434 2.07211 -0.58615 0.002 -0.083 0.141
H -1.17972 1.47773 0.95332 0.061 -0.042 -0.074
H 0.49390 2.07193 0.83126 -0.127 -0.175 -0.066
H 1.45887 0.07458 1.39057 0.766 0.454 0.213
H -1.00159 -0.26391 -1.85529 -0.026 -0.018 0.010
H -0.33365 -1.70932 -1.06815 -0.056 0.137 -0.049
H 3.24847 -1.14513 -0.18546 -0.426 0.120 0.069
```
Forces are in eV/Å.

***

Record 7
Here is a single C6H7N molecule at a distorted geometry from the Open Molecules 2025 dataset. Energies are from ωB97M-V/def2-TZVPD.

As for the spin multiplicity: 1. Its SMILES is C=C=CCN=C=C. Its net charge is 0.

The geometry in XYZ format:
```
14
Properties=species:S:1:pos:R:3:forces:R:3
C -1.36828 1.93548 -1.54123 1.458 -0.552 -0.508
C -1.22343 0.74120 -1.04198 -1.434 1.270 -1.553
C -1.49127 -0.48973 -0.81565 1.376 -1.885 2.046
C -0.40472 -1.33761 -0.09455 -0.137 -1.236 -0.980
N 0.74159 -0.48987 0.23933 -0.234 -0.495 0.578
C 1.48196 -0.44890 1.21112 0.663 1.365 -0.267
C 2.46518 -0.04168 2.03126 1.059 -1.920 -0.998
H -0.85459 2.23785 -2.45265 -0.305 -0.164 0.019
H -1.84789 2.66924 -0.98160 -0.618 1.367 0.925
H -2.45103 -0.94794 -1.05332 0.372 0.062 -0.236
H -0.80571 -1.92422 0.80582 0.579 0.644 -1.384
H -0.04301 -2.02792 -0.97575 -0.522 0.747 2.062
H 3.50884 -0.58372 1.85513 -2.435 1.375 0.734
H 2.29235 0.70783 2.81408 0.180 -0.577 -0.438
```
Forces are in eV/Å.

***

Record 8
Here is a single C6H7N molecule at a distorted geometry from the Open Molecules 2025 dataset. Energies are from ωB97M-V/def2-TZVPD.

As for the spin multiplicity: 3. Its expectation value of S² is 2.05. Its net charge is 0.

The geometry in XYZ format:
```
14
Properties=species:S:1:pos:R:3:forces:R:3
C 0.97139 1.78087 0.13486 -0.913 0.227 -0.204
C 1.84728 0.93469 0.20048 1.513 0.705 0.186
C -2.88181 0.23082 -0.01577 -0.924 0.402 0.136
C 1.99488 -0.44749 -0.10036 -1.863 0.360 -0.420
C 0.53506 -1.04882 0.15004 0.616 -1.197 -2.972
C -0.43560 -0.02848 -0.32999 2.778 -0.271 1.489
N -1.64788 0.05430 -0.14302 -2.276 -0.101 -0.722
H 0.60487 2.76779 0.02869 -0.285 0.338 0.205
H -3.66580 -0.14719 -0.68353 0.300 -0.503 0.003
H -3.24815 0.83455 0.80244 -0.237 0.562 0.273
H 2.44698 -0.50963 -1.09939 -0.946 -0.341 -0.247
H 2.59566 -1.04817 0.44720 2.322 -1.345 2.300
H 0.65126 -1.93220 -0.55963 -0.798 0.479 0.917
H 0.23187 -1.44102 1.16797 0.712 0.686 -0.945
```
Forces are in eV/Å.

***

Record 9
Here is a gas-phase ion, C6H7N2O (charge +1) at a distorted geometry from the Open Molecules 2025 dataset. Energies are from ωB97M-V/def2-TZVPD.

As for the spin multiplicity: 3. Its expectation value of S² is 2.02. Its net charge is +1.

The geometry in XYZ format:
```
16
Properties=species:S:1:pos:R:3:forces:R:3
C 1.63273 3.15130 -0.41230 1.906 1.636 -2.065
C 0.91151 2.35474 0.12291 -2.124 -3.150 3.122
C 0.85707 0.17961 1.42739 -2.553 2.637 -0.913
C -0.52808 -0.92018 -0.27174 1.117 3.031 3.249
C 0.21826 1.48974 0.98121 -0.971 1.949 -1.157
C -0.98574 -2.16307 -0.84581 -0.297 -1.968 -0.625
N 0.33719 -0.93588 0.84480 -1.686 -2.911 -3.757
N -1.02217 0.23928 -0.61318 -0.962 -2.138 -2.082
O 1.64344 0.13968 2.27652 2.749 -0.427 2.296
H 2.28433 3.64285 -1.09365 0.010 0.400 0.031
H -0.84271 1.91362 1.18310 1.706 -1.387 0.189
H -0.96942 -2.16457 -1.89647 0.041 0.743 -1.733
H -2.04926 -2.25896 -0.64280 -0.025 -0.413 0.519
H -0.40017 -3.10057 -0.71312 -0.343 0.819 1.019
H 0.76094 -1.86520 0.93867 0.134 0.722 0.693
H -1.84792 0.29760 -1.28553 1.298 0.457 1.214
```
Forces are in eV/Å.

***

Record 10
Here is a gas-phase ion, C6H7N2O2S (charge -1) at a distorted geometry from the Open Molecules 2025 dataset. Energies are from ωB97M-V/def2-TZVPD.

As for the spin multiplicity: 1. Its SMILES is CSc1c([O-])cnn(C)c1=O. Its net charge is -1.

The geometry in XYZ format:
```
18
Properties=species:S:1:pos:R:3:forces:R:3
C -3.28758 0.73798 0.89480 1.414 -1.180 -2.034
S -2.29295 1.07781 -0.63564 -0.275 0.320 -0.041
C -0.90679 0.07635 -0.45979 4.272 1.747 0.937
C -0.85456 -1.33782 -0.41307 -0.238 3.701 -0.216
O -1.84837 -2.04332 -0.36556 -1.715 -2.211 0.082
C 0.47862 -1.84436 -0.51318 1.010 1.010 0.380
N 1.60088 -1.22976 -0.47119 0.561 -0.959 0.033
N 1.72377 0.08732 -0.29709 0.934 1.783 0.247
C 3.12722 0.51698 -0.12044 0.617 0.252 0.300
C 0.68929 0.96622 -0.17792 -5.697 -2.075 -1.452
O 0.67982 2.17320 -0.07229 1.239 -0.302 0.304
H -4.18768 1.28158 0.89634 -1.136 0.595 -0.077
H -2.64833 0.97112 1.68025 0.838 0.543 1.681
H -3.37581 -0.33040 0.80593 -0.646 -0.444 0.427
H 0.58568 -2.87456 -0.57827 0.134 -1.963 -0.307
H 3.67152 0.81289 -1.07405 -0.955 -0.316 0.939
H 3.25620 1.36607 0.63290 -0.554 -1.159 -1.061
H 3.58908 -0.40727 0.26827 0.196 0.658 -0.140
```
Forces are in eV/Å.

***

Record 11
Here is a gas-phase ion, C6H7N2OS (charge +1) at a distorted geometry from the Open Molecules 2025 dataset. Energies are from ωB97M-V/def2-TZVPD.

As for the spin multiplicity: 1. Its net charge is +1.

The geometry in XYZ format:
```
17
Properties=species:S:1:pos:R:3:forces:R:3
C -2.02427 -0.21094 -0.58443 4.432 1.317 2.008
C -1.36019 0.41645 0.39510 0.015 0.167 0.243
C 0.85903 -0.32944 1.22041 0.779 0.150 3.809
C 1.69868 -1.25701 0.82972 1.576 -2.240 -0.238
C 0.14073 -0.86834 -1.05034 -0.839 3.241 2.337
C 0.67239 1.60370 -0.13612 -0.417 0.289 0.385
N -1.11849 -0.95361 -1.44457 1.443 -0.430 1.188
N 0.07856 0.26852 0.21873 -1.193 -1.298 -2.838
O -1.49392 -1.71124 -2.32556 -0.817 -0.542 -0.933
S 1.57359 -1.80047 -0.91431 0.039 0.316 0.715
H -3.01135 -0.24404 -0.68186 -3.920 -0.377 -0.961
H -1.56561 1.08782 1.26421 -0.679 -0.833 -1.090
H 0.83375 0.08383 2.31154 -0.051 -0.654 -2.320
H 2.48705 -1.81665 1.45056 -1.455 1.154 -0.948
H 1.69951 1.29279 -0.35477 -0.166 1.206 -0.442
H 0.00218 2.06080 -0.84921 0.542 -0.331 -1.285
H 0.52836 2.37783 0.65089 0.711 -1.135 0.371
```
Forces are in eV/Å.

***

Record 12
Here is a single C6H7N3 molecule at a distorted geometry from the Open Molecules 2025 dataset. Energies are from ωB97M-V/def2-TZVPD.

As for the spin multiplicity: 1. Its SMILES is [H]/N=N/C=C1C=CNC=C1. Its net charge is 0.

The geometry in XYZ format:
```
16
Properties=species:S:1:pos:R:3:forces:R:3
H 4.43659 -1.03959 -0.34688 -2.923 2.033 -0.333
N 3.76909 -0.11180 -0.31225 -1.041 -0.763 1.022
N 2.50777 -0.34307 -0.13324 2.380 -1.538 0.535
C 1.65915 0.72010 0.19632 -0.047 -2.056 -1.538
C 0.30830 0.62250 0.13473 -0.627 -4.488 0.428
C -0.85886 1.41448 -0.01567 -3.051 1.194 0.322
C -2.16643 0.80301 -0.22410 2.120 3.188 0.929
N -2.38494 -0.53010 -0.33389 -3.688 0.499 0.520
C -1.40779 -1.27406 0.09853 6.369 -5.568 -0.206
C -0.08202 -0.79097 0.32970 -1.192 -2.534 0.079
H 2.12536 1.57366 0.18175 2.400 5.084 0.015
H -0.76064 2.55398 0.17816 -0.666 -2.070 -0.701
H -3.05692 1.43348 -0.15226 0.417 -0.156 -0.442
H -3.32665 -1.03924 -0.16357 1.769 2.149 -0.841
H -1.60716 -2.50667 -0.10541 0.721 3.626 1.243
H 0.84516 -1.48570 0.66808 -2.940 1.400 -1.035
```
Forces are in eV/Å.

***

Energy
In order: -7818.399; -7823.012; -7824.820; -7818.301; -7824.800; -7820.235; -7821.261; -7816.971; -11349.555; -24244.973; -22185.491; -10800.283
Unit: eV